{"formula": "C2H9NO3", "method": "ωB97M-V with the def2-TZVPD basis set", "smiles": "NCC=O.O.O", "lumo_ev": 0.72, "gap_ha": 0.3780, "species": ["N", "C", "C", "O", "H", "H", "H", "H", "H", "O", "H", "H", "O", "H", "H"], "coordinates": [[1.862, -0.815, 0.110], [1.429, -1.418, 1.365], [1.478, -0.475, 2.577], [1.258, 0.696, 2.479], [2.828, -0.524, 0.170], [1.293, -0.012, -0.117], [0.386, -1.723, 1.276], [2.072, -2.267, 1.561], [1.702, -1.002, 3.515], [-4.610, 3.826, -1.861], [-3.653, 3.691, -1.917], [-4.723, 4.370, -2.657], [-0.777, -1.333, -1.973], [0.130, -1.367, -1.637], [-0.674, -1.649, -2.890]]}

{"formula": "C3H9N2O", "method": "ωB97M-V with the def2-TZVPD basis set", "lumo_ev": [-6.89, -5.61], "charge": 1, "gap_ha": [0.2309, 0.3066], "species": ["C", "C", "C", "N", "N", "O", "H", "H", "H", "H", "H", "H", "H", "H", "H"], "coordinates": [[2.119, -0.430, 2.101], [1.761, -0.953, 0.924], [-2.434, 0.666, -1.428], [-0.242, 1.144, -0.913], [0.530, -0.652, 0.319], [-1.062, 0.700, -1.802], [1.490, 0.268, 2.634], [3.050, -0.707, 2.564], [2.420, -1.585, 0.342], [-2.981, 0.345, -2.311], [-2.760, 1.657, -1.100], [-2.609, -0.035, -0.608], [0.209, -1.346, -0.347], [0.677, 1.259, -1.354], [-0.169, -0.330, 0.976]]}

{"formula": "C9H13FO2", "method": "ωB97M-V with the def2-TZVPD basis set", "lumo_ev": -0.28, "gap_ha": 0.2871, "species": ["C", "C", "C", "C", "C", "C", "C", "C", "C", "O", "O", "F", "H", "H", "H", "H", "H", "H", "H", "H", "H", "H", "H", "H", "H"], "coordinates": [[1.236, 1.672, -0.081], [2.236, -0.548, -0.003], [2.319, 0.859, -0.064], [-0.940, 0.799, -0.824], [-2.137, 0.195, 1.429], [-1.917, -1.331, -0.353], [-3.396, 0.724, -0.897], [4.641, -1.213, -0.038], [-2.126, 0.171, -0.170], [-0.014, 1.232, 0.036], [3.198, -1.389, 0.048], [3.551, 1.566, -0.042], [1.239, 2.698, -0.093], [-2.072, 1.262, 1.814], [-2.991, -0.162, 1.874], [-1.364, -0.349, 1.891], [-1.063, -1.621, 0.257], [-2.965, -1.917, -0.111], [-1.555, -1.678, -1.255], [-4.226, 0.323, -0.326], [-3.456, 1.778, -0.876], [-3.263, 0.211, -1.929], [4.846, -0.466, 0.635], [5.000, -0.700, -0.928], [5.219, -2.116, 0.006]]}

{"formula": "C40H67Cl3CsN13O11P2S3", "method": "ωB97M-V with the def2-TZVPD basis set", "lumo_ev": 3.29, "charge": -2, "gap_ha": 0.2577, "species": ["Cs", "C", "C", "N", "C", "C", "N", "C", "C", "N", "H", "H", "H", "H", "H", "H", "H", "H", "H", "H", "H", "H", "H", "H", "H", "C", "C", "C", "C", "C", "C", "C", "S", "O", "O", "N", "C", "C", "C", "C", "C", "N", "H", "H", "H", "H", "H", "H", "H", "H", "H", "H", "H", "C", "C", "O", "P", "O", "O", "O", "P", "O", "O", "O", "H", "H", "H", "H", "H", "H", "H", "N", "C", "C", "N", "C", "C", "N", "H", "H", "H", "H", "H", "C", "N", "C", "C", "N", "C", "S", "H", "H", "H", "H", "H", "H", "H", "H", "O", "C", "O", "H", "C", "C", "C", "C", "N", "C", "S", "N", "C", "C", "C", "C", "H", "H", "H", "H", "H", "H", "H", "H", "H", "H", "H", "H", "H", "H", "H", "H", "H", "H", "H", "H", "Cl", "C", "Cl", "Cl", "C", "N"], "coordinates": [[0.262, 0.247, -0.821], [-2.921, -4.484, -2.315], [-3.522, -3.169, -2.867], [-4.051, -2.230, -1.896], [-5.046, -2.743, -0.961], [-4.604, -2.399, 0.491], [-3.169, -2.259, 0.554], [-2.373, -3.341, 1.057], [-2.404, -4.576, 0.144], [-1.959, -4.378, -1.229], [-2.425, -4.973, -3.162], [-3.722, -5.154, -1.993], [-4.308, -3.439, -3.583], [-2.739, -2.642, -3.416], [-3.275, -1.926, -1.303], [-5.177, -3.825, -1.079], [-6.015, -2.275, -1.160], [-4.974, -3.164, 1.187], [-5.027, -1.435, 0.763], [-2.925, -1.340, 0.895], [-2.680, -3.686, 2.064], [-1.333, -2.998, 1.121], [-3.419, -4.987, 0.135], [-1.756, -5.327, 0.617], [-1.361, -3.567, -1.330], [4.864, 7.429, -0.394], [3.654, 6.564, -0.633], [3.778, 5.183, -0.749], [2.662, 4.384, -0.933], [1.406, 4.965, -1.024], [1.267, 6.340, -0.921], [2.387, 7.134, -0.730], [-0.055, 3.915, -1.052], [-1.142, 4.754, -0.587], [-0.217, 3.442, -2.424], [0.326, 2.694, -0.158], [0.405, 2.747, 1.198], [0.401, 3.943, 1.960], [0.497, 3.884, 3.327], [0.588, 2.641, 3.955], [0.590, 1.532, 3.137], [0.525, 1.557, 1.812], [5.756, 6.972, -0.823], [5.040, 7.560, 0.677], [4.727, 8.418, -0.833], [4.756, 4.719, -0.693], [2.767, 3.307, -0.994], [0.272, 6.764, -0.976], [2.277, 8.210, -0.649], [0.296, 4.886, 1.447], [0.495, 4.795, 3.914], [0.650, 2.548, 5.031], [0.644, 0.533, 3.562], [-5.615, 2.465, -1.335], [-4.145, 2.632, -0.979], [-3.771, 3.973, -1.197], [-3.101, 1.498, -2.030], [-4.046, 0.446, -2.757], [-2.646, 2.355, -3.294], [-1.912, 0.864, -1.374], [-3.892, 1.977, 0.750], [-2.319, 2.338, 0.956], [-4.043, 0.488, 0.576], [-4.708, 2.685, 1.769], [-5.787, 2.599, -2.404], [-6.179, 3.210, -0.773], [-5.943, 1.473, -1.028], [-2.930, 4.165, -0.750], [-4.125, -0.434, -2.303], [-1.838, 2.860, -3.044], [-1.917, 1.804, 0.229], [3.126, -5.567, 0.118], [2.958, -4.526, -0.775], [1.780, -3.755, -0.792], [1.582, -2.812, -1.691], [2.551, -2.609, -2.584], [3.708, -3.357, -2.560], [3.921, -4.320, -1.664], [2.595, -5.486, 0.969], [4.083, -5.851, 0.244], [0.998, -3.930, -0.060], [2.383, -1.831, -3.315], [4.505, -3.194, -3.277], [3.295, -0.889, -6.055], [2.774, 0.256, -5.372], [3.628, 1.109, -4.555], [2.647, 2.146, -4.001], [1.376, 1.774, -4.624], [1.482, 0.630, -5.326], [0.232, -0.133, -6.129], [3.993, -0.587, -6.844], [2.465, -1.433, -6.502], [3.823, -1.543, -5.355], [4.414, 1.559, -5.170], [4.081, 0.549, -3.738], [2.916, 3.167, -4.277], [2.595, 2.075, -2.915], [0.508, 2.076, -4.212], [5.050, 1.498, -1.698], [4.280, 0.699, -1.130], [3.288, 0.085, -1.591], [4.489, 0.513, -0.031], [-3.009, 0.982, 4.297], [-2.390, -0.393, 4.065], [-1.603, -0.858, 5.288], [-1.057, -2.274, 5.162], [-0.073, -2.416, 4.096], [1.074, -3.117, 4.160], [1.559, -4.064, 2.869], [1.847, -3.092, 5.277], [1.951, -2.014, 6.261], [2.194, -0.616, 5.687], [3.566, -0.375, 5.053], [3.743, -0.983, 3.661], [-3.540, 1.325, 3.411], [-2.225, 1.713, 4.508], [-3.707, 0.958, 5.137], [-1.729, -0.325, 3.191], [-3.177, -1.121, 3.838], [-2.258, -0.839, 6.166], [-0.778, -0.163, 5.477], [-1.889, -2.955, 4.946], [-0.607, -2.599, 6.099], [-0.476, -2.430, 3.171], [2.707, -3.582, 5.100], [2.774, -2.290, 6.923], [1.043, -1.981, 6.866], [2.059, 0.088, 6.513], [1.425, -0.411, 4.943], [4.351, -0.734, 5.728], [3.689, 0.707, 4.958], [3.795, -2.072, 3.677], [4.662, -0.616, 3.204], [2.918, -0.695, 3.006], [-0.775, -2.926, -7.898], [-1.592, -2.976, -6.330], [-2.510, -4.515, -6.236], [-2.715, -1.621, -6.155], [-0.623, -3.005, -5.236], [0.078, -3.175, -4.343]]}